ORCA calculation (ωB97M-V/def2-TZVPD) on a cluster of 8 separate species, C4H25N2O8 in total in a non-equilibrium geometry.

The spin multiplicity is 2. The expectation value of S² is 0.76. For the energy relative to the best compared isomer or geometry (same formula, charge and spin), the calculation gives 2.723 eV. Its gap between HOMO and LUMO (alpha / beta) is 10.66 / 5.93 eV. The charge is 0.

```
39
Properties=species:S:1:pos:R:3:forces:R:3:lowdin_charge:R:1
C -0.732026 1.839684 -0.358760 0.1 -0.3 -0.3 -0.109
N 0.012425 2.284650 0.845941 1.4 -1.4 -3.0 0.064
C 1.429460 1.723650 0.770004 0.6 1.2 0.8 -0.298
O 1.437889 0.366053 0.908874 -1.9 0.3 0.2 -0.168
C -1.513781 0.408546 -0.218761 -0.3 -0.3 1.1 -0.387
C -3.039594 0.482811 -0.295208 -0.9 1.7 -0.4 -0.047
N -1.198408 -0.159329 1.060760 0.9 -0.9 1.0 0.039
H -0.031657 1.878307 -1.240817 -0.7 -0.2 1.1 0.116
H -1.528253 2.518502 -0.606848 -0.4 0.6 0.3 0.102
H -0.361588 1.966346 1.720879 -0.5 0.0 0.4 0.097
H 1.965934 2.243712 1.596296 0.0 -0.4 -0.6 0.141
H 1.892330 1.933981 -0.217676 -0.5 0.7 0.5 0.127
H -1.281246 -0.348153 -0.965125 0.7 0.5 -0.2 0.088
H -3.409425 0.414883 -1.353851 0.4 0.1 1.0 0.097
H -3.533163 -0.295564 0.303260 0.4 0.1 -0.3 0.071
H -3.369209 1.471447 0.126677 0.0 -0.8 -0.4 0.091
H -0.181752 -0.359984 1.221302 -1.2 0.3 -0.1 0.075
H -1.660919 0.228028 1.903279 0.3 -0.3 -0.9 0.125
H -0.073062 -1.825109 -1.229036 0.4 0.1 0.3 -0.023
H 0.173404 -2.472510 -2.578303 -0.6 -0.1 0.9 0.071
O -0.458212 -2.456200 -1.823405 0.1 -0.5 -1.3 -0.045
H 1.665194 0.535212 -1.695986 0.2 0.1 -0.9 0.044
H 0.901693 -0.225994 -0.761618 0.1 -0.3 -0.9 0.029
O 1.052567 -0.208042 -1.750456 0.4 0.4 1.4 -0.089
H 2.700530 -0.309181 1.444918 1.0 -0.2 0.2 -0.024
H 4.088587 -0.203114 0.762037 0.0 0.0 0.3 0.009
O 3.665178 -0.499328 1.575711 0.0 -0.1 -0.1 -0.061
H -1.128059 -0.677296 -3.290672 0.7 -0.3 0.4 -0.019
H -1.247532 0.766281 -3.901949 0.0 -0.7 0.2 0.046
O -1.704585 -0.075977 -3.746352 -0.7 0.9 -0.5 -0.046
H 4.357878 -0.973982 -0.989727 0.0 -0.2 0.2 0.006
H 2.891405 -1.034297 -1.540522 0.9 -0.3 -0.1 0.006
O 3.835054 -1.209010 -1.754026 -0.8 0.2 -0.3 -0.053
H -3.162592 -2.517178 1.273254 0.1 -0.3 0.2 0.026
H -1.718935 -2.133197 1.271148 -0.1 -0.1 0.3 -0.011
O -2.333820 -2.737714 1.722366 -0.2 0.3 -0.4 -0.077
H 0.543611 0.145337 3.216122 0.3 0.1 -0.7 -0.022
H 0.553434 -0.694076 4.433217 0.1 -1.0 0.6 0.033
O 0.501233 0.207793 4.163056 -0.3 1.0 0.1 -0.025
```
Forces are in eV/Å.